The following is a quantum chemistry calculation of a 7-piece molecular cluster, C21H63O28P7 overall at a distorted geometry, from the Open Molecules 2025 dataset.

## Properties
SMILES: COP(=O)(OC)OC.COP(=O)(OC)OC.COP(=O)(OC)OC.COP(=O)(OC)OC.COP(=O)(OC)OC.COP(=O)(OC)OC.COP(=O)(OC)OC
ΔE to the lowest compared entry with this formula, charge and spin: 29.44 kcal/mol
Orbital gap: 0.3833 Ha
Multiplicity: 1
E_tot: -145166.008 eV
Largest force on an atom: 2.49 eV Å⁻¹

Element x y z (Å)
C: 9.2091 4.5962 -0.6261
O: 8.7175 5.5307 0.3531
P: 7.2840 6.1848 0.2435
O: 6.2955 5.6911 1.1960
O: 7.5956 7.7263 0.4828
C: 8.0435 8.5487 -0.5722
O: 6.9299 6.0315 -1.2897
C: 5.7141 6.6510 -1.7109
H: 8.5917 4.5333 -1.5141
H: 9.2919 3.6060 -0.1879
H: 10.1744 4.9927 -0.9438
H: 7.2671 9.2731 -0.8304
H: 8.4018 8.0648 -1.4825
H: 8.8810 9.1555 -0.2149
H: 5.7792 7.1455 -2.6811
H: 5.3899 7.4638 -1.0447
H: 4.9188 5.9094 -1.7474
C: 10.6720 2.9072 -3.0921
O: 9.3494 2.5117 -2.6679
P: 8.2796 1.9515 -3.6773
O: 8.8963 1.3339 -4.8639
O: 7.3762 3.1575 -4.1328
C: 7.8003 4.2309 -4.9860
O: 7.2853 1.1187 -2.8160
C: 7.8503 0.0474 -2.0252
H: 10.5669 3.8508 -3.6127
H: 11.0266 2.1344 -3.7730
H: 11.2890 2.9456 -2.2064
H: 8.8758 4.3183 -5.1344
H: 7.4715 5.1837 -4.5494
H: 7.2462 4.1606 -5.9269
H: 7.8883 0.4042 -0.9964
H: 8.8011 -0.3544 -2.3705
H: 7.1371 -0.7771 -2.0433
C: 7.5531 9.9638 -5.0256
O: 8.9361 9.6442 -5.1368
P: 9.3747 8.1340 -5.3079
O: 8.6550 7.1826 -4.4719
O: 10.9401 8.1938 -5.1516
C: 11.6008 7.9032 -3.8811
O: 9.2458 7.9058 -6.8718
C: 10.2917 8.3969 -7.7421
H: 7.1981 10.3169 -5.9971
H: 7.3494 10.7551 -4.3077
H: 6.9645 9.0890 -4.7406
H: 10.9502 7.5025 -3.1055
H: 12.0785 8.8085 -3.5200
H: 12.3308 7.1401 -4.1168
H: 11.0295 7.5911 -7.8026
H: 10.7950 9.2954 -7.3861
H: 9.9071 8.5827 -8.7424
C: 6.3456 -4.9892 -2.1628
O: 5.7563 -3.6665 -1.9760
P: 4.9795 -3.2592 -0.6781
O: 3.5301 -3.3379 -0.8027
O: 5.6338 -4.1488 0.4601
C: 4.8028 -4.8546 1.4018
O: 5.5766 -1.8415 -0.3701
C: 5.0292 -1.0929 0.7568
H: 6.0366 -5.3056 -3.1549
H: 6.0207 -5.6871 -1.3927
H: 7.4284 -4.8836 -2.0700
H: 3.9161 -5.2662 0.9219
H: 4.5336 -4.1712 2.2089
H: 5.3774 -5.6734 1.8303
H: 5.7717 -1.0404 1.5537
H: 4.1573 -1.6061 1.1736
H: 4.7549 -0.1131 0.3787
C: 13.1861 -3.4933 -2.4137
O: 11.8189 -3.3032 -2.8456
P: 11.3039 -3.8337 -4.2378
O: 11.9817 -5.0009 -4.7504
O: 9.7549 -3.8873 -3.9855
C: 8.8751 -4.4062 -4.9990
O: 11.4658 -2.5554 -5.1727
C: 10.6521 -1.3952 -4.9582
H: 13.7026 -4.2151 -3.0429
H: 13.1246 -3.8547 -1.3915
H: 13.6814 -2.5264 -2.4713
H: 8.5485 -3.5996 -5.6660
H: 8.0019 -4.8142 -4.5109
H: 9.4089 -5.0930 -5.6580
H: 9.8457 -1.6336 -4.2672
H: 10.2517 -1.1255 -5.9299
H: 11.2238 -0.5642 -4.5504
C: 13.4421 4.6528 -5.0553
O: 12.9982 4.6591 -3.7031
P: 13.9326 5.2330 -2.5625
O: 14.3428 6.6210 -2.6875
O: 12.9017 4.9288 -1.4034
C: 13.2855 4.9778 -0.0169
O: 15.0666 4.1183 -2.5874
C: 16.3131 4.4417 -1.9456
H: 14.5047 4.7757 -5.2084
H: 12.8208 5.3565 -5.6184
H: 13.0668 3.7138 -5.4737
H: 12.9378 4.0806 0.4812
H: 12.8045 5.8499 0.4318
H: 14.3560 5.1512 0.1037
H: 16.2415 5.2962 -1.2760
H: 17.0129 4.6321 -2.7538
H: 16.6746 3.6087 -1.3467
C: 6.9057 6.6746 -8.3119
O: 5.6619 7.3516 -8.0052
P: 4.3109 6.5551 -7.9677
O: 3.9236 5.8696 -9.1803
O: 4.4536 5.6651 -6.6687
C: 4.3007 4.2573 -6.6015
O: 3.3018 7.6744 -7.5145
C: 3.4983 8.3717 -6.2834
H: 7.2678 6.2048 -7.4034
H: 7.6526 7.3851 -8.6304
H: 6.6321 5.9745 -9.1030
H: 3.4129 4.0047 -6.0003
H: 5.0855 3.8422 -5.9597
H: 4.2226 3.7071 -7.5339
H: 3.2743 9.4194 -6.4750
H: 4.4922 8.2047 -5.8741
H: 2.7751 8.0524 -5.5261

The following is a quantum chemistry calculation of C20H46AlOP4 as an isolated structure at a distorted geometry, from the Open Molecules 2025 dataset.

## Properties
ΔE to the lowest compared entry with this formula, charge and spin: 0.00 kcal/mol
Orbital gap: 0.1200 Ha
Multiplicity: 1
E_tot: -67260.899 eV
Largest force on an atom: 3.87 eV Å⁻¹
Total charge: +3

Element x y z (Å)
Al: 0.1717 0.1333 0.8750
P: 0.5816 -2.0530 -0.0624
P: 2.7553 -0.0454 1.7899
P: -2.2543 0.5189 0.2543
H: 1.8322 2.1844 -0.0105
C: 0.7657 2.0950 0.2261
C: 0.2768 2.2084 1.5641
H: 0.9487 2.3308 2.4182
C: 1.3788 -1.6239 -1.6374
C: 1.6828 -3.3469 0.6146
C: -0.9235 -2.9450 -0.5636
C: 3.3730 1.4474 2.6747
C: 3.5487 -1.3351 2.8452
C: 3.9399 -0.0296 0.3822
C: -2.9649 2.1859 0.5789
C: -3.6770 -0.5980 0.5668
C: -2.3160 0.6257 -1.5487
H: 0.1380 2.4507 -0.6004
H: -0.7021 2.6664 1.7261
H: 1.2816 -2.5007 -2.2877
H: 2.4349 -1.3809 -1.4948
H: 0.8839 -0.7515 -2.0766
H: 1.5580 -4.2557 0.0060
H: 1.4150 -3.5726 1.6572
H: 2.7359 -3.0339 0.5728
H: -0.5993 -3.8900 -1.0207
H: -1.4963 -2.3628 -1.2975
H: -1.5643 -3.1607 0.3025
H: 4.4715 1.4044 2.7095
H: 2.9749 1.4556 3.6978
H: 3.0665 2.3677 2.1639
H: 4.6335 -1.3349 2.6635
H: 3.1499 -2.3308 2.6167
H: 3.3604 -1.1154 3.9046
H: 4.9423 0.1519 0.7964
H: 3.6822 0.7834 -0.3099
H: 3.9382 -0.9840 -0.1603
H: -3.8616 2.3049 -0.0480
H: -2.2405 2.9617 0.2999
H: -3.2328 2.3013 1.6360
H: -4.5413 -0.2402 -0.0131
H: -3.9403 -0.6115 1.6325
H: -3.4311 -1.6174 0.2396
H: -3.2555 1.0787 -1.8845
H: -2.2027 -0.3614 -2.0041
H: -1.4862 1.2515 -1.8846
C: -0.5643 0.9889 -4.6251
C: 0.1511 0.6027 -5.7746
C: 0.0966 1.4333 -6.8925
C: -0.6562 2.6148 -6.8810
C: -1.3596 2.9784 -5.7324
C: -1.3688 2.1377 -4.6115
O: -0.4842 0.2141 -3.4875
H: 0.0986 -0.5550 -3.6304
H: 0.7103 -0.3372 -5.7508
H: 0.6332 1.1414 -7.7930
H: -0.6911 3.2416 -7.7723
H: -1.9268 3.9082 -5.7186
H: -2.0060 2.3527 -3.7540
C: 0.4584 -0.8129 4.4043
P: -0.7567 -0.5265 3.0755
C: -1.6780 -2.1098 3.0823
C: -1.9209 0.6317 3.8696
H: 1.0302 -1.7299 4.2092
H: -0.0977 -0.9315 5.3461
H: 1.1528 0.0328 4.5028
H: -1.9732 -2.3145 4.1210
H: -2.5726 -2.0534 2.4521
H: -1.0455 -2.9302 2.7198
H: -2.2490 0.1825 4.8163
H: -1.4186 1.5831 4.0758
H: -2.7943 0.8303 3.2386

The following is a quantum chemistry calculation of C6H9N in the gas phase, from the Open Molecules 2025 dataset.

## Properties
SMILES: C1[C@H]2N1CC21CC1
ΔE to the lowest compared entry with this formula, charge and spin: 77.29 kcal/mol
Orbital gap: 0.3670 Ha
Multiplicity: 1
E_tot: -7854.808 eV
Largest force on an atom: 0.56 eV Å⁻¹

Element x y z (Å)
C: -1.6270 0.1710 -1.0685
C: -0.7168 -0.8433 -0.5322
N: -0.3940 -0.1654 -1.8252
C: 0.8337 0.4097 -1.1707
C: 0.3923 -0.1225 0.1968
C: 0.2280 0.6536 1.4679
C: 1.0332 -0.6193 1.4487
H: -1.7560 1.1347 -0.5614
H: -2.5398 -0.1989 -1.5321
H: -0.8784 -1.9236 -0.5697
H: 1.0326 1.4844 -1.3234
H: 1.6789 -0.1743 -1.5549
H: -0.7432 0.6873 1.9580
H: 0.8045 1.5713 1.5624
H: 2.1063 -0.5824 1.6060
H: 0.5455 -1.4824 1.8982

The following is a quantum chemistry calculation of C15H24N6O6Rh as an isolated structure at a distorted geometry, from the Open Molecules 2025 dataset.

## Properties
ΔE to the lowest compared entry with this formula, charge and spin: 0.00 kcal/mol
Orbital gap (alpha / beta): 0.1689 / 0.2192 Ha
<S²>: 6.124
Multiplicity: 5
E_tot: -40159.299 eV
Largest force on an atom: 5.84 eV Å⁻¹
Total charge: +1

Element x y z (Å)
O: -3.0064 -0.3972 -2.5484
H: -3.9074 -0.4666 -2.9291
Rh: -0.4499 -0.2573 -0.1666
N: -1.7246 1.2200 -0.0068
N: 0.1085 1.0552 -1.7043
N: -0.3180 -1.7523 1.2022
N: 1.3769 -1.2670 -0.5875
O: -2.4365 1.3681 1.0159
O: -1.1148 -1.7850 2.2003
O: 2.3172 -0.8648 -1.4347
O: 1.2222 1.0947 -2.3887
C: -0.7492 2.0700 -1.9490
C: -1.8345 2.0982 -1.0571
C: 0.7121 -2.6337 1.1378
C: 1.7179 -2.2957 0.2059
C: -3.0363 2.9582 -1.2062
H: -3.7692 2.4617 -1.8685
H: -2.7884 3.9204 -1.6792
H: -3.4987 3.1272 -0.2260
C: -0.4090 3.0351 -3.0192
H: -0.2631 2.5458 -3.9914
H: 0.5119 3.5864 -2.7806
H: -1.2189 3.7559 -3.1114
C: 0.7870 -3.7053 2.1347
C: 3.0730 -2.8970 0.1856
H: -0.1977 -4.1211 2.3078
H: 1.1755 -3.3505 3.0861
H: 1.4368 -4.5031 1.8020
H: 3.7714 -2.3153 -0.4158
H: 3.0487 -3.9098 -0.2207
H: 3.4697 -2.9648 1.2018
H: -2.5077 -1.1994 0.9390
H: 1.8453 0.0317 -1.9141
C: -1.2776 -1.5396 -2.6920
H: -1.1700 -0.8603 -3.4821
H: -2.1192 -2.2079 -2.6884
H: -0.2530 -1.9747 -2.5371
O: -2.3672 -1.1436 -0.0243
H: -3.2844 -0.4834 -1.5735
H: -2.1327 -2.0532 -0.3157
N: 0.5423 0.8721 5.9374
C: 0.8528 1.0515 4.8228
C: 1.2387 1.2597 3.4438
C: 2.4721 1.8125 3.1024
C: 2.7958 1.9382 1.7550
C: 1.8971 1.4422 0.7917
N: 0.7474 0.8437 1.1475
C: 0.3658 0.8583 2.4293
H: 3.1509 2.1494 3.8814
H: 3.7225 2.3842 1.3966
H: 2.1115 1.5114 -0.2709
H: -0.6366 0.4968 2.6624